4 unconnected molecules or ions with the total composition C4H10O2 in a non-equilibrium geometry. Source: OMol25; level of theory: the ωB97M-V functional and the def2-TZVPD basis.

Geometry as XYZ:
```
16
Properties=species:S:1:pos:R:3:nbo_charge:R:1
C -0.7750 1.7078 1.3888 -0.36
C 0.0013 1.4249 0.3154 -0.19
C -0.4431 0.4862 -0.6228 -0.25
C 0.1582 -0.2052 -1.6684 -0.42
H -1.7432 1.2407 1.4510 0.21
H -0.3192 2.2054 2.2206 0.22
H 1.0742 2.5688 -0.2452 0.18
H -1.4743 0.2518 -0.4586 0.22
H -0.5959 -0.7755 -2.2636 0.19
H 1.0234 0.0691 -2.2660 0.21
H 1.4069 0.1525 0.9985 0.48
H 2.4977 -0.8806 0.5751 0.47
O 1.7695 -0.7320 1.1913 -0.95
H -0.8655 -2.0992 -0.9136 0.47
H -0.4896 -2.7617 0.4585 0.48
O -1.2255 -2.6531 -0.1610 -0.96
```

Calculated values
HOMO-LUMO gap = 9.05 eV
energy relative to the best compared isomer or geometry (same formula, charge and spin) = 5.099 eV
multiplicity = 1
E_HOMO = -9.30 eV
LUMO level = -0.25 eV
net charge = 0